(1)
ORCA calculation (wB97M-V/def2-TZVPD) on C12H20CoN3O6S2 as an isolated structure.

Calculated values
Strongest force on any atom (eV/Å): 0.33
Energy relative to the best compared isomer or geometry (same formula, charge and spin) (kcal per mole): 0.00
2S+1: 1
Charge: +2

```
44
Properties=species:S:1:pos:R:3:nbo_charge:R:1
Co 0.1112 -0.0782 0.7155 1.254
N 2.1666 2.6846 -3.4775 -0.680
C 1.1939 1.7116 -2.8041 -0.035
C 1.9243 0.4952 -2.2518 -0.453
C 2.5874 0.6882 -0.8682 -0.067
N 1.9794 -0.2643 0.0861 -0.763
C 2.4357 2.0984 -0.3120 -0.432
C 1.0015 2.6033 -0.3695 -0.066
N 0.1746 1.8976 0.6438 -0.761
C 0.3417 2.4163 -1.7574 -0.461
H 2.6877 2.2172 -4.2246 0.454
H 2.8496 3.0810 -2.8293 0.438
H 1.6595 3.4651 -3.9041 0.454
H 0.5539 1.3974 -3.6276 0.255
H 2.6459 0.1146 -2.9774 0.249
H 1.1567 -0.2800 -2.1749 0.267
H 3.6505 0.4546 -0.9386 0.236
H 2.5026 -0.2801 0.9635 0.425
H 2.0301 -1.2175 -0.2727 0.436
H 3.0979 2.7886 -0.8413 0.218
H 2.7981 2.1288 0.7193 0.254
H 0.9964 3.6624 -0.1090 0.236
H -0.8062 2.1374 0.5043 0.428
H 0.3825 2.2339 1.5853 0.426
H -0.0263 3.3709 -2.1388 0.248
H -0.5450 1.7850 -1.6517 0.276
O -3.6278 0.1202 0.0906 -0.848
S -2.3696 -0.4054 0.4605 2.357
O -1.5835 0.3305 1.5153 -0.903
O -1.3340 -0.3640 -0.6500 -0.939
C -2.5891 -1.9574 1.3009 -0.257
C -3.8636 -2.4812 1.2519 -0.176
C -4.2184 -3.5437 2.0854 -0.156
C -3.3089 -4.0487 2.9885 -0.155
C -2.0115 -3.5343 3.0399 -0.139
C -1.6455 -2.4933 2.2143 -0.369
S 0.0985 -2.1553 2.1305 2.368
O 0.8194 -3.2056 2.7381 -0.839
O 0.5322 -0.7647 2.5440 -0.906
O 0.2254 -1.9903 0.6335 -0.910
H -4.5944 -2.0411 0.5875 0.264
H -5.2189 -3.9494 2.0297 0.252
H -3.5841 -4.8592 3.6489 0.252
H -1.2764 -3.9693 3.7032 0.265
```



(2)
ORCA calculation (wB97M-V/def2-TZVPD) on a 5-piece molecular cluster, C12H20F12N2O10S2 overall at a distorted geometry.

Calculated values
Strongest force on any atom (eV/Å): 6.18
2S+1: 1
E_tot (eV): -90498.0532
Charge: -2

```
58
Properties=species:S:1:pos:R:3:nbo_charge:R:1
O 0.2401 0.0186 -2.0027 -0.741
H 0.4388 0.9012 -2.3238 0.569
H 1.0292 -0.5265 -2.0463 0.580
H -0.0499 0.0577 -1.0884 0.572
C 2.5566 -3.9827 -1.8253 0.271
O 2.9574 -2.5859 -1.9254 -0.600
O 1.1753 -3.9436 -1.4760 -0.887
C 3.0218 -4.8241 -3.0328 0.921
F 4.3898 -4.8565 -3.2162 -0.363
F 2.5579 -6.0889 -2.8953 -0.335
F 2.4856 -4.4240 -4.2116 -0.341
C 4.3875 -2.1715 -1.7114 -0.081
C 4.6345 -1.0428 -2.7070 -0.627
H 4.1756 -0.1078 -2.3857 0.192
H 5.7141 -1.0368 -2.8568 0.196
H 4.1797 -1.2510 -3.6755 0.223
H 5.2140 -2.8667 -1.8585 0.172
H 4.5053 -1.8428 -0.6788 0.163
H 3.0479 -4.3813 -0.9377 0.108
C -4.5285 -0.7417 2.5333 0.272
O -4.9125 -1.7795 3.4328 -0.541
O -3.5254 -1.4706 1.8433 -0.898
C -5.7042 -0.3535 1.6054 0.921
F -6.0410 -1.2633 0.6361 -0.337
F -6.8751 -0.1202 2.2357 -0.363
F -5.3245 0.8031 1.0423 -0.346
C -5.4627 -1.3694 4.7330 -0.079
C -5.1626 -2.4264 5.7661 -0.613
H -5.8637 -3.2481 5.9122 0.189
H -4.1418 -2.8069 5.8005 0.215
H -5.2971 -1.9329 6.7287 0.177
H -6.5381 -1.1916 4.7282 0.154
H -4.9987 -0.4680 5.1332 0.150
H -4.1873 0.1518 3.0561 0.101
C -1.2532 2.5766 -5.2399 0.788
F -1.7017 2.4395 -6.4993 -0.329
F -2.0928 3.3532 -4.6862 -0.286
F -1.3676 1.3704 -4.6093 -0.340
S 0.6215 3.3214 -5.1993 2.098
O 1.5605 2.3511 -5.7472 -0.908
O 0.6052 4.6038 -5.8568 -0.882
N 0.8184 3.3653 -3.4369 -1.220
S 0.8566 4.8597 -3.1247 2.162
O 1.9327 5.6855 -3.7117 -0.930
O -0.4662 5.3785 -3.3236 -0.968
C 1.1343 4.7962 -1.1438 0.776
F 2.2549 4.2865 -0.8566 -0.296
F 1.2055 6.0893 -0.7135 -0.349
F 0.0550 4.2912 -0.5712 -0.312
O 1.6501 0.2946 2.9700 -0.630
C 1.9870 0.5725 4.1199 0.656
N 2.4465 1.7386 4.3629 -0.795
C 1.6791 -0.4248 5.2829 -0.719
H 2.6904 2.3688 3.6122 0.415
H 2.6056 1.9509 5.3374 0.382
H 1.7629 -1.4631 4.9619 0.253
H 0.6296 -0.3343 5.5629 0.245
H 2.2878 -0.2989 6.1783 0.193
```